{
  "formula": "C39H97N11O15",
  "method": "wB97M-V/def2-TZVPD",
  "elements": ["C", "C", "O", "O", "H", "H", "H", "H", "H", "H", "C", "C", "O", "O", "H", "H", "H", "H", "H", "H", "C", "C", "O", "O", "H", "H", "H", "H", "H", "H", "C", "C", "O", "O", "H", "H", "H", "H", "H", "H", "C", "O", "N", "N", "H", "H", "H", "H", "C", "O", "N", "N", "H", "H", "H", "H", "C", "O", "N", "N", "H", "H", "H", "H", "C", "O", "N", "N", "H", "H", "H", "H", "C", "C", "C", "C", "C", "C", "N", "O", "C", "C", "C", "H", "H", "H", "H", "H", "H", "H", "H", "H", "H", "H", "H", "H", "H", "H", "H", "H", "H", "H", "C", "C", "C", "C", "C", "C", "N", "O", "C", "C", "C", "H", "H", "H", "H", "H", "H", "H", "H", "H", "H", "H", "H", "H", "H", "H", "H", "H", "H", "H", "C", "C", "C", "C", "C", "C", "N", "O", "C", "C", "C", "H", "H", "H", "H", "H", "H", "H", "H", "H", "H", "H", "H", "H", "H", "H", "H", "H", "H", "H"],
  "xyz": [[-0.2135, -1.2813, 5.0717], [-0.8565, -2.3525, 6.0404], [-2.2386, -2.1670, 6.0532], [0.0884, -0.0921, 5.8183], [-0.7812, -1.1190, 4.1554], [0.7523, -1.6400, 4.7158], [-0.5719, -2.1980, 7.0811], [-0.5187, -3.3823, 5.9241], [-2.4869, -2.2904, 6.9723], [-0.5128, 0.6492, 5.7156], [-0.7037, 5.6353, 3.1699], [-1.0426, 7.0983, 2.6680], [-1.1503, 6.9911, 1.2488], [-1.7144, 4.6622, 3.0095], [-0.4389, 5.7213, 4.2238], [0.1566, 5.3010, 2.5901], [-0.2243, 7.7541, 2.9653], [-1.9981, 7.3796, 3.1107], [-2.0464, 6.6529, 1.1832], [-2.3891, 4.8708, 2.3593], [2.3230, 4.1070, -8.2233], [2.9926, 5.3163, -8.9210], [2.1283, 6.1207, -9.6847], [2.0346, 3.1178, -9.1707], [1.4314, 4.3095, -7.6299], [3.0325, 3.6681, -7.5218], [3.8281, 4.9538, -9.5198], [3.4846, 5.7907, -8.0719], [1.7213, 5.5246, -10.3177], [1.2092, 2.7744, -8.8209], [2.9078, 8.1373, -3.0502], [3.5892, 7.0304, -2.1933], [3.8228, 5.7843, -2.8122], [1.7203, 7.6109, -3.6601], [3.5250, 8.4384, -3.8966], [2.5396, 8.9863, -2.4742], [2.9704, 6.8061, -1.3244], [4.5596, 7.3982, -1.8597], [2.9036, 5.5408, -2.9444], [1.3228, 7.1004, -2.9509], [-0.0809, 1.6211, -2.1217], [0.2043, 2.7287, -2.4386], [-0.7363, 0.7667, -2.9060], [0.2737, 1.0959, -0.9866], [-0.9715, 0.9761, -3.8657], [-0.8071, -0.2049, -2.6397], [0.2649, 0.0871, -0.9384], [0.6124, 1.6882, -0.2419], [-6.1252, 4.4389, -1.4477], [-5.5542, 4.8555, -0.4381], [-7.3121, 4.8095, -1.7866], [-5.5525, 3.6282, -2.3641], [-7.6154, 4.3808, -2.6493], [-7.9401, 5.3267, -1.1880], [-6.1985, 3.3825, -3.1007], [-4.5451, 3.5757, -2.4151], [-3.6436, 3.2020, -7.6725], [-2.7562, 2.4436, -7.5112], [-3.8152, 4.2714, -6.9981], [-4.5994, 3.0379, -8.4368], [-3.0924, 4.6964, -6.4350], [-4.5059, 4.9507, -7.2839], [-4.5477, 2.2779, -9.1000], [-5.2100, 3.8421, -8.4622], [-0.9006, -4.1678, -6.2493], [-1.4714, -3.8601, -5.2049], [-0.6260, -5.3888, -6.6525], [-0.3430, -3.3131, -7.1038], [-1.0447, -6.1621, -6.1557], [-0.2421, -5.4869, -7.5815], [-0.2171, -2.3761, -6.7484], [0.1652, -3.7077, -7.8823], [3.9202, -4.1960, 0.1456], [3.4127, -5.1612, -0.9210], [4.2189, -6.5426, -0.8054], [3.7698, -7.5532, 0.2699], [2.2576, -7.8525, -0.0403], [1.3744, -6.5963, -0.0211], [1.9939, -5.4781, -0.8266], [1.1844, -4.3756, -0.9596], [0.0493, -7.0596, -0.5284], [1.1423, -6.1366, 1.4255], [3.7355, -4.5913, -2.3452], [4.9789, -3.9937, -0.0166], [3.9007, -4.5503, 1.1762], [3.4611, -3.2101, 0.2180], [4.1517, -7.0247, -1.7807], [5.2649, -6.4066, -0.5307], [3.8870, -7.0711, 1.2404], [4.4576, -8.3972, 0.2177], [2.0163, -8.5271, 0.7812], [2.1464, -8.4471, -0.9470], [-0.5940, -6.1801, -0.5548], [0.1316, -7.4847, -1.5287], [-0.3765, -7.7920, 0.1575], [1.8701, -5.3483, 1.6177], [0.1874, -5.6267, 1.5526], [1.2612, -7.0545, 2.0013], [4.7537, -4.5762, -2.7338], [3.2786, -3.6054, -2.4308], [3.2679, -5.1820, -3.1329], [0.6350, -4.6592, -1.6940], [-7.5273, -5.2454, -0.0581], [-7.6122, -3.7789, 0.4726], [-6.5181, -2.8783, -0.2723], [-6.9549, -2.4865, -1.7299], [-8.2678, -1.8292, -1.7154], [-9.4456, -2.6529, -1.0925], [-8.9864, -3.0770, 0.2530], [-9.9734, -3.4859, 1.1096], [-10.4710, -1.5086, -1.1118], [-9.8508, -3.7439, -2.0792], [-7.2991, -3.7038, 1.9675], [-7.4591, -5.3428, -1.1416], [-8.2676, -5.9541, 0.3132], [-6.7057, -5.8171, 0.3733], [-6.2777, -1.9778, 0.2929], [-5.5796, -3.4325, -0.2579], [-6.9855, -3.4496, -2.2395], [-6.2193, -1.8443, -2.2141], [-8.5305, -1.5771, -2.7428], [-8.1315, -0.8867, -1.1850], [-10.2456, -0.5634, -0.6179], [-10.7395, -1.2405, -2.1336], [-11.3201, -1.9226, -0.5680], [-9.0952, -4.4099, -2.4956], [-10.5339, -4.4431, -1.5969], [-10.3668, -3.3279, -2.9446], [-7.9830, -4.2530, 2.6146], [-7.2791, -2.6623, 2.2884], [-6.3028, -4.1342, 2.0692], [-10.1924, -4.3867, 0.8604], [7.5904, 1.3485, 8.5419], [7.7185, 2.8157, 8.0768], [9.1294, 3.2614, 7.6210], [9.6479, 2.5560, 6.3988], [8.6822, 2.7680, 5.3329], [7.2119, 2.4088, 5.6198], [6.8450, 3.1178, 6.9586], [5.4636, 2.9039, 7.2341], [6.3377, 3.1062, 4.5065], [7.0017, 0.8629, 5.5721], [7.4685, 3.6867, 9.2945], [8.1872, 0.6909, 7.9097], [6.5542, 1.0155, 8.6001], [7.9053, 1.1472, 9.5658], [9.2381, 4.3456, 7.5900], [9.8352, 3.1052, 8.4368], [9.7001, 1.4774, 6.5472], [10.6299, 2.9274, 6.1060], [8.9681, 2.0917, 4.5273], [8.7917, 3.8041, 5.0126], [6.0740, 4.1592, 4.6057], [6.8758, 3.0220, 3.5624], [5.3659, 2.6342, 4.3624], [6.8594, 0.4895, 4.5580], [7.7834, 0.2507, 6.0217], [6.0219, 0.7012, 6.0215], [8.2150, 3.7353, 10.0873], [6.5173, 3.4562, 9.7742], [7.3088, 4.7067, 8.9452], [5.2326, 1.9749, 7.1625]],
  "e_tot_ev": -89111.286,
  "smiles": "CC1(C)CCCC(C)(C)N1O.CC1(C)CCCC(C)(C)N1O.CC1(C)CCCC(C)(C)N1O.NC(N)=O.NC(N)=O.NC(N)=O.NC(N)=O.OCCO.OCCO.OCCO.OCCO",
  "de_lowest_ev": 7.2867,
  "gap_ev": 8.020,
  "charge": 0,
  "homo_ev": -7.911
}